Record 1
DFT (ωB97M-V/def2-TZVPD) results for C20H32N2O3 in the gas phase at a distorted geometry.

Values from the calculation:
Multiplicity: 1
E_tot, Ha: -1115.8665
ΔE to the lowest compared entry with this formula, charge and spin, kJ/mol: 1745.5
LUMO, Ha: 0.01809
Frontier orbital gap, eV: 7.94

CARTESIAN COORDINATES (ANGSTROEM)
C  -0.8904  -4.0404  0.9626
C  -0.9990  -3.6310  -0.5788
O  -1.1917  -2.1417  -0.7520
C  -2.5134  -1.7075  -0.4769
C  -3.6656  -2.5685  -0.2010
C  -4.9445  -1.8282  0.2438
C  -5.0770  -0.4997  0.1988
C  -3.8964  0.3648  -0.4970
C  -2.7164  -0.2586  -0.7096
C  -1.4300  0.4778  -1.0598
N  -1.1347  1.6918  -0.0033
C  -0.8744  0.9707  1.1513
H  -1.6192  0.1268  1.4760
H  -0.5776  1.7682  2.0088
C  0.4519  -0.0626  1.0579
N  1.2709  0.3717  0.2474
C  1.4258  1.6871  0.1223
H  1.5679  2.2368  1.1402
C  0.1321  2.4685  -0.5112
C  -0.2486  3.8536  0.1288
C  -1.5857  4.3541  -0.6216
H  -1.7284  5.5277  -0.1763
O  -2.6601  3.8797  0.1331
H  -2.5058  2.8644  0.3194
H  -1.5760  4.3813  -1.8650
H  -0.1655  3.8736  1.0916
H  0.6172  4.2455  -0.3370
H  0.0850  2.5135  -1.5737
H  2.0946  2.1317  -0.5046
C  2.6362  -0.3490  0.1298
C  3.1906  -0.1780  -1.4116
H  2.4176  -0.7113  -2.1921
H  3.4558  0.7728  -1.6326
C  4.4345  -1.2573  -1.4181
H  4.9009  -1.1418  -2.3729
O  5.4600  -0.4625  -0.4403
C  4.9676  -0.6918  0.6742
C  3.6940  0.1903  1.2948
H  3.9341  1.2520  0.8259
H  3.2377  0.2328  2.1579
H  5.8439  -0.4141  1.6272
H  4.5696  -1.6648  1.3722
H  4.1131  -2.2245  -1.1474
H  2.3155  -1.4957  0.3294
H  0.8552  0.0049  2.0999
H  0.3094  -1.1311  0.9344
H  -0.5612  -0.2570  -1.2670
H  -1.6134  0.9543  -1.9011
H  -3.9187  1.5048  -0.6131
H  -6.0521  0.2010  0.2682
H  -5.7213  -2.2684  0.4580
H  -3.6249  -3.4181  0.0286
H  -0.0582  -3.7664  -1.2520
H  -1.9123  -4.2672  -0.9278
H  -0.6604  -5.1817  1.0450
H  -1.7628  -3.6889  1.6960
H  -0.0954  -3.5943  1.2204

Results of the Löwdin charge analysis, in e, for atoms 1 through 2:
1. C -0.064
2. C -0.161

Record 2
DFT (ωB97M-V/def2-TZVPD) results for C3H5N3OS in the gas phase.

Values from the calculation:
Multiplicity: 1
E_tot, Ha: -754.9321
ΔE to the lowest compared entry with this formula, charge and spin, kJ/mol: 280.9
LUMO, Ha: 0.02040
Frontier orbital gap, eV: 9.12

CARTESIAN COORDINATES (ANGSTROEM)
C  2.2172  1.7438  0.3540
C  0.4870  0.2680  -0.1370
C  -0.8735  -1.1827  -1.1046
H  2.0645  2.3566  -0.5265
H  2.4862  2.3697  1.1934
H  3.0479  1.0285  0.1517
H  -1.6956  -1.8685  -1.2962
H  -0.7464  0.5106  2.0001
N  0.9798  1.0631  0.7149
N  0.0557  -0.9986  -1.9845
N  -0.6823  -0.4594  0.0290
O  0.9330  -0.0643  -1.3789
S  -1.6298  -0.3808  1.4699

Results of the Löwdin charge analysis, in e, for atoms 1 through 2:
1. C -0.118
2. C -0.487

Record 3
DFT (ωB97M-V/def2-TZVPD) results for 3 unconnected molecules or ions with the total composition C3H16N2O2 at a distorted geometry.

Values from the calculation:
Multiplicity: 2
E_tot, Ha: -383.5190
Total charge: +1
ΔE to the lowest compared entry with this formula, charge and spin, kJ/mol: 9.3
LUMO (alpha / beta), Ha: -0.11008 / -0.11257
<S²>: 0.750
Frontier orbital gap (alpha / beta), eV: 3.20 / 11.90

CARTESIAN COORDINATES (ANGSTROEM)
C  0.9645  -0.8032  0.7292
C  -0.4946  -0.4104  0.4461
C  -0.6495  0.0944  -0.9996
N  -2.0322  0.6537  -1.2142
N  1.3591  -2.2744  0.4707
H  1.2899  -0.7050  1.7568
H  1.5619  -0.0943  0.1384
H  -0.7012  0.4331  1.0998
H  -1.1931  -1.2147  0.7426
H  -0.0026  0.9779  -1.0911
H  -0.3973  -0.7021  -1.7083
H  -2.0356  1.6280  -0.8601
H  -2.1764  0.7959  -2.2167
H  -2.7841  0.1019  -0.7931
H  2.3007  -2.2662  0.0402
H  0.6667  -2.5761  -0.2634
H  1.3065  -2.8601  1.3245
H  4.2705  -0.3453  0.8229
H  3.9884  -0.4880  2.2161
O  3.5374  -0.6765  1.3748
H  -2.3158  3.8880  -1.0356
H  -3.6249  3.6560  -0.3440
O  -2.8385  3.1872  -0.6360

Results of the Löwdin charge analysis, in e, for atoms 1 through 2:
1. C -0.252
2. C -0.233

Record 4
DFT (ωB97M-V/def2-TZVPD) results for 2 unconnected molecules or ions with the total composition C11H13OS at a distorted geometry.

Values from the calculation:
Multiplicity: 1
E_tot, Ha: -900.3949
Total charge: -1
ΔE to the lowest compared entry with this formula, charge and spin, kJ/mol: 0.0
LUMO, Ha: 0.12416
Frontier orbital gap, eV: 5.99

CARTESIAN COORDINATES (ANGSTROEM)
C  0.6313  2.3012  1.8905
C  1.9029  1.7285  1.2723
C  2.0319  1.7968  -0.2186
C  3.0266  1.1915  -0.8622
O  2.7805  1.1944  1.9592
H  0.1825  3.0799  1.2595
H  -0.0943  1.4814  2.0102
H  0.8602  2.7190  2.8795
H  1.2344  2.3899  -0.6960
H  3.1954  1.3351  -1.9098
H  3.8590  0.8197  -0.2669
C  6.6772  -2.9825  -5.0816
C  5.3664  -2.6005  -4.4708
C  5.0315  -3.0535  -3.1963
C  3.8294  -2.7325  -2.6081
C  2.9177  -1.8604  -3.2637
S  1.6672  -1.1550  -2.3959
C  3.2341  -1.4504  -4.5922
C  4.4505  -1.7906  -5.1506
H  6.7725  -2.5136  -6.0703
H  7.5209  -2.6552  -4.4521
H  6.7601  -4.0755  -5.2001
H  5.7490  -3.6733  -2.6649
H  3.5679  -3.0703  -1.6207
H  2.5221  -0.8200  -5.1043
H  4.7144  -1.4225  -6.1440

Results of the Löwdin charge analysis, in e, for atoms 1 through 2:
1. C -0.039
2. C -0.454

Record 5
DFT (ωB97M-V/def2-TZVPD) results for 2 unconnected molecules or ions with the total composition C5H13NO2.

Values from the calculation:
Multiplicity: 1
E_tot, Ha: -403.4545
ΔE to the lowest compared entry with this formula, charge and spin, kJ/mol: 320.7
LUMO, Ha: 0.03504
Frontier orbital gap, eV: 9.72

CARTESIAN COORDINATES (ANGSTROEM)
C  -1.0370  -0.7979  -0.1689
C  1.2968  -0.9272  -0.6052
C  -2.0379  -0.9543  0.9378
C  -1.3622  -0.4054  -1.3966
C  2.5713  -1.2653  0.1523
N  -0.1522  3.3804  0.6167
O  -0.2575  2.0316  0.1504
O  0.2066  -1.1132  0.2724
H  -0.2481  3.3346  1.6315
H  0.8091  3.6649  0.4098
H  1.1888  -1.5798  -1.4833
H  1.3164  0.1176  -0.9420
H  -1.7653  -0.2938  1.7764
H  -2.3861  -0.1889  -1.6405
H  -3.0423  -0.6983  0.5832
H  -2.0431  -1.9680  1.2857
H  -1.0471  2.0003  -0.4060
H  -0.6504  -0.2945  -2.1933
H  2.5408  -2.2978  0.4920
H  2.6651  -0.6183  1.0205
H  3.4344  -1.1266  -0.4928

Results of the Löwdin charge analysis, in e, for atoms 1 through 2:
1. C -0.450
2. C -0.269

Record 6
DFT (ωB97M-V/def2-TZVPD) results for 3 unconnected molecules or ions with the total composition C16H40ClN2O3P.

Values from the calculation:
Multiplicity: 1
E_tot, Ha: -1770.3276
LUMO, Ha: 0.01895
Frontier orbital gap, eV: 9.26

CARTESIAN COORDINATES (ANGSTROEM)
C  -1.4966  -1.2262  -1.1892
O  -1.7150  0.1110  -1.5717
C  -0.5609  0.7362  -2.1103
C  0.4578  1.1888  -1.0720
C  -0.1038  2.1162  0.0058
C  -1.0318  1.4408  1.0213
P  -0.9994  2.0823  2.7567
C  0.8002  1.8954  3.1658
C  1.2467  0.4353  3.0545
C  2.3349  0.0489  4.0347
Cl  3.8700  0.9206  3.6953
H  -0.5668  -1.3483  -0.6232
H  -2.3290  -1.5317  -0.5576
H  -1.4510  -1.8847  -2.0648
H  -0.0798  0.0612  -2.8322
H  -0.9230  1.6035  -2.6635
H  1.2346  1.7243  -1.6280
H  0.9581  0.3335  -0.6041
H  -0.6417  2.9364  -0.4803
H  0.7400  2.5777  0.5262
H  -2.0700  1.4840  0.6895
H  -0.8107  0.3702  1.0927
H  -0.9600  3.4608  2.4221
H  0.9299  2.2448  4.1939
H  1.4253  2.5336  2.5416
H  1.6029  0.2298  2.0416
H  0.4033  -0.2426  3.2359
H  2.5634  -1.0139  3.9854
H  2.0570  0.3047  5.0561
C  2.9484  -6.7035  3.6272
C  2.0179  -5.7217  2.9255
C  2.4397  -4.2551  3.0627
O  2.2210  -3.6929  4.3441
C  3.2449  -3.9148  5.2943
N  0.6453  -5.9662  3.3652
H  2.7978  -6.6836  4.7072
H  2.7385  -7.7174  3.2895
H  3.9964  -6.4770  3.4233
H  2.0528  -5.9367  1.8516
H  1.8304  -3.6589  2.3782
H  3.4921  -4.1295  2.7743
H  4.2306  -3.9235  4.8179
H  3.1114  -4.8515  5.8401
H  3.2073  -3.0912  6.0067
H  -0.0054  -5.4254  2.8061
H  0.5406  -5.6291  4.3173
C  -3.7385  4.5634  -6.3642
C  -2.5467  4.8878  -5.4715
C  -1.5526  3.7323  -5.3151
O  -2.0053  2.6721  -4.4942
C  -2.7962  1.6875  -5.1297
N  -3.0342  5.3992  -4.1915
H  -4.4504  3.9182  -5.8481
H  -4.2637  5.4803  -6.6278
H  -3.4259  4.0629  -7.2824
H  -1.9829  5.6986  -5.9462
H  -0.6555  4.1168  -4.8230
H  -1.2569  3.3433  -6.2989
H  -2.4664  1.5223  -6.1609
H  -3.8562  1.9510  -5.1396
H  -2.6750  0.7640  -4.5638
H  -2.2630  5.7571  -3.6386
H  -3.4256  4.6288  -3.6581

Results of the Löwdin charge analysis, in e, for atoms 1 through 2:
1. C -0.119
2. O -0.202

What did the second record say?
DFT (ωB97M-V/def2-TZVPD) results for C3H5N3OS in the gas phase.

Values from the calculation:
Multiplicity: 1
E_tot, Ha: -754.9321
ΔE to the lowest compared entry with this formula, charge and spin, kJ/mol: 280.9
LUMO, Ha: 0.02040
Frontier orbital gap, eV: 9.12

CARTESIAN COORDINATES (ANGSTROEM)
C  2.2172  1.7438  0.3540
C  0.4870  0.2680  -0.1370
C  -0.8735  -1.1827  -1.1046
H  2.0645  2.3566  -0.5265
H  2.4862  2.3697  1.1934
H  3.0479  1.0285  0.1517
H  -1.6956  -1.8685  -1.2962
H  -0.7464  0.5106  2.0001
N  0.9798  1.0631  0.7149
N  0.0557  -0.9986  -1.9845
N  -0.6823  -0.4594  0.0290
O  0.9330  -0.0643  -1.3789
S  -1.6298  -0.3808  1.4699

Results of the Löwdin charge analysis, in e, for atoms 1 through 2:
1. C -0.118
2. C -0.487

What did the sixth record say?
DFT (ωB97M-V/def2-TZVPD) results for 3 unconnected molecules or ions with the total composition C16H40ClN2O3P.

Values from the calculation:
Multiplicity: 1
E_tot, Ha: -1770.3276
LUMO, Ha: 0.01895
Frontier orbital gap, eV: 9.26

CARTESIAN COORDINATES (ANGSTROEM)
C  -1.4966  -1.2262  -1.1892
O  -1.7150  0.1110  -1.5717
C  -0.5609  0.7362  -2.1103
C  0.4578  1.1888  -1.0720
C  -0.1038  2.1162  0.0058
C  -1.0318  1.4408  1.0213
P  -0.9994  2.0823  2.7567
C  0.8002  1.8954  3.1658
C  1.2467  0.4353  3.0545
C  2.3349  0.0489  4.0347
Cl  3.8700  0.9206  3.6953
H  -0.5668  -1.3483  -0.6232
H  -2.3290  -1.5317  -0.5576
H  -1.4510  -1.8847  -2.0648
H  -0.0798  0.0612  -2.8322
H  -0.9230  1.6035  -2.6635
H  1.2346  1.7243  -1.6280
H  0.9581  0.3335  -0.6041
H  -0.6417  2.9364  -0.4803
H  0.7400  2.5777  0.5262
H  -2.0700  1.4840  0.6895
H  -0.8107  0.3702  1.0927
H  -0.9600  3.4608  2.4221
H  0.9299  2.2448  4.1939
H  1.4253  2.5336  2.5416
H  1.6029  0.2298  2.0416
H  0.4033  -0.2426  3.2359
H  2.5634  -1.0139  3.9854
H  2.0570  0.3047  5.0561
C  2.9484  -6.7035  3.6272
C  2.0179  -5.7217  2.9255
C  2.4397  -4.2551  3.0627
O  2.2210  -3.6929  4.3441
C  3.2449  -3.9148  5.2943
N  0.6453  -5.9662  3.3652
H  2.7978  -6.6836  4.7072
H  2.7385  -7.7174  3.2895
H  3.9964  -6.4770  3.4233
H  2.0528  -5.9367  1.8516
H  1.8304  -3.6589  2.3782
H  3.4921  -4.1295  2.7743
H  4.2306  -3.9235  4.8179
H  3.1114  -4.8515  5.8401
H  3.2073  -3.0912  6.0067
H  -0.0054  -5.4254  2.8061
H  0.5406  -5.6291  4.3173
C  -3.7385  4.5634  -6.3642
C  -2.5467  4.8878  -5.4715
C  -1.5526  3.7323  -5.3151
O  -2.0053  2.6721  -4.4942
C  -2.7962  1.6875  -5.1297
N  -3.0342  5.3992  -4.1915
H  -4.4504  3.9182  -5.8481
H  -4.2637  5.4803  -6.6278
H  -3.4259  4.0629  -7.2824
H  -1.9829  5.6986  -5.9462
H  -0.6555  4.1168  -4.8230
H  -1.2569  3.3433  -6.2989
H  -2.4664  1.5223  -6.1609
H  -3.8562  1.9510  -5.1396
H  -2.6750  0.7640  -4.5638
H  -2.2630  5.7571  -3.6386
H  -3.4256  4.6288  -3.6581

Results of the Löwdin charge analysis, in e, for atoms 1 through 2:
1. C -0.119
2. O -0.202